Run w
CH4ClP | the ωB97M-V functional and the def2-TZVPD basis

Structure (XYZ):
```
7
Properties=species:S:1:pos:R:3:nbo_charge:R:1
C -1.4941 1.0633 -0.0912 -0.798
P -1.1023 0.1331 -1.4377 0.421
Cl 2.3415 -1.8715 1.3050 -0.279
H -2.5678 1.3327 -0.1123 0.203
H 3.4049 -2.2443 0.6074 0.279
H -0.8318 1.5461 0.7124 0.230
H 0.2496 0.0407 -0.9837 -0.056
```

## Properties
HOMO energy   -9.758 eV
Gap between HOMO and LUMO   0.3680 Ha
Net charge   0
SMILES   C=P.Cl
LUMO   0.255 eV

Run x
CH4ClP | the ωB97M-V functional and the def2-TZVPD basis

Structure (XYZ):
```
7
Properties=species:S:1:pos:R:3:nbo_charge:R:1
C 0.0726 0.1076 0.7874 -0.658
P -0.5850 -0.3797 -0.9482 0.295
Cl -1.1542 1.3752 1.1454 -0.045
H 0.0190 -0.8700 1.4627 0.241
H 1.0948 0.4695 0.7219 0.229
H 0.0799 0.5392 -1.7522 -0.024
H 0.4729 -1.2418 -1.4169 -0.039
```

## Properties
HOMO energy   -9.919 eV
Gap between HOMO and LUMO   0.3981 Ha
Net charge   0
LUMO   0.914 eV

Tell me which of them is the least stable. Sure, it is run w.

Run w
C2H3NO4 | the ωB97M-V functional and the def2-TZVPD basis

Structure (XYZ):
```
10
Properties=species:S:1:pos:R:3:nbo_charge:R:1
C 0.2736 -0.3089 0.1772 0.231
C -0.2153 0.9551 -0.0078 0.496
N -1.2130 -1.2460 -0.0914 -0.210
O -1.5711 1.1882 -0.0422 -0.417
O -2.0708 -0.4084 0.3776 -0.094
O 1.3571 -1.0759 0.1631 -0.673
O 0.6478 2.0591 0.0572 -0.669
H -1.1571 -1.4131 -1.0241 0.327
H 1.9019 -1.2266 0.9630 0.507
H 0.1617 2.8800 -0.1035 0.501
```

## Properties
HOMO energy (alpha / beta)   -8.542 / -8.541 eV
Gap between HOMO and LUMO (alpha / beta)   0.2908 / 0.2908 Ha
Net charge   0
LUMO (alpha / beta)   -0.628 / -0.628 eV

Run x
C2H3NO4 | the ωB97M-V functional and the def2-TZVPD basis

Structure (XYZ):
```
10
Properties=species:S:1:pos:R:3:nbo_charge:R:1
C 0.9972 -0.2553 0.1320 0.491
C -0.0128 0.6163 -0.0795 0.172
O -1.9422 -0.6573 0.3010 -0.526
O 2.3256 -0.1572 0.0777 -0.661
O -0.1323 1.9180 -0.4234 -0.654
N -0.9024 -0.4207 -0.5533 0.132
O 0.3414 -1.4174 -0.1398 -0.415
H -2.4896 -1.3299 -0.1360 0.481
H 2.7470 -0.5740 0.8412 0.495
H -0.9319 2.2774 -0.0198 0.486
```

## Properties
HOMO energy   -8.378 eV
Gap between HOMO and LUMO   0.3304 Ha
Net charge   0
SMILES   Oc1on(O)c1O
LUMO   0.613 eV

Tell me which of them is the least stable. Sure, it is run w.

Run w
C5H3N3 | the ωB97M-V functional and the def2-TZVPD basis

Structure (XYZ):
```
11
Properties=species:S:1:pos:R:3:nbo_charge:R:1
C 1.0420 -0.9395 -0.1524 0.326
C 0.3855 0.1611 -0.8779 -0.250
C -0.5198 0.6439 -0.1229 -0.136
C -0.6316 -0.3102 1.1892 0.079
C -1.6416 1.6117 -0.2433 0.246
H 2.6461 -1.0174 -0.8068 0.326
H 0.6177 0.8167 -1.8266 0.267
H -1.6177 -0.4562 1.9201 0.244
N 2.1723 -1.5646 -0.1091 -0.471
N 0.1682 -1.3335 0.9829 -0.372
N -2.6211 2.3881 0.0467 -0.258
```

## Properties
HOMO energy   -10.723 eV
Gap between HOMO and LUMO   0.3355 Ha
Net charge   0
SMILES   [H]/N=C1\C=C(C#N)C=N1
LUMO   -1.594 eV

Run x
C5H3N3 | the ωB97M-V functional and the def2-TZVPD basis

Structure (XYZ):
```
11
Properties=species:S:1:pos:R:3:nbo_charge:R:1
C -2.3373 0.0588 0.1787 0.191
C -1.3100 -0.6125 -0.1348 -0.237
C 0.0164 -0.2500 -0.0923 0.099
C 0.4732 1.1162 0.0613 0.065
C 2.0998 -0.2162 0.0269 0.246
H -1.3244 -1.7758 -0.0036 0.283
H -0.2118 2.0408 -0.1246 0.230
H 3.2243 -0.7058 0.3815 0.223
N -3.5017 0.3927 -0.0875 -0.184
N 1.7934 1.0996 -0.1297 -0.443
N 1.0780 -1.1478 -0.0759 -0.474
```

## Properties
HOMO energy   -9.866 eV
Gap between HOMO and LUMO   0.2719 Ha
Net charge   0
SMILES   N#C/C=C1\C=NC=N1
LUMO   -2.468 eV

Tell me which of them is the least stable. Sure, it is run x.

Run w
C3H8N2 | the ωB97M-V functional and the def2-TZVPD basis

Structure (XYZ):
```
13
Properties=species:S:1:pos:R:3:nbo_charge:R:1
C 0.2666 -1.0896 0.1030 -0.274
C -0.5089 0.0759 -0.4049 -0.095
C -1.7660 0.5585 0.2335 -0.628
N 0.8865 0.1200 0.5821 -0.244
N 1.9949 0.5918 -0.1320 -0.675
H -0.1915 -1.6878 0.8828 0.200
H 0.8365 -1.6844 -0.6188 0.181
H -0.2645 0.4446 -1.3876 0.201
H -1.9633 0.0168 1.1527 0.214
H -2.5946 0.3990 -0.4589 0.215
H -1.7077 1.6209 0.4618 0.223
H 2.2362 -0.0045 -0.9278 0.321
H 2.7757 0.6391 0.5141 0.361
```

## Properties
HOMO energy   -8.323 eV
Gap between HOMO and LUMO   0.3515 Ha
Net charge   0
SMILES   C[C@@H]1CN1N
LUMO   1.241 eV

Run x
C3H8N2 | the ωB97M-V functional and the def2-TZVPD basis

Structure (XYZ):
```
13
Properties=species:S:1:pos:R:3:nbo_charge:R:1
C 0.4187 3.0508 0.4611 -0.038
N 0.0685 2.6751 -0.6899 -0.627
H 0.2977 4.1256 0.7045 0.165
H 0.4469 2.3666 1.3151 0.132
H -0.5377 1.8421 -0.6604 0.366
C -0.6673 -2.0326 0.6803 -0.463
C 0.6076 -1.3298 -1.1025 -0.062
N -0.3336 -0.9625 -0.3411 -0.395
H -1.3958 -1.4527 1.2630 0.211
H 0.2580 -2.1700 1.2567 0.202
H -1.0708 -2.9267 0.2134 0.202
H 1.0277 -0.7866 -1.9607 0.180
H 0.8801 -2.3992 -1.1397 0.127
```

## Properties
HOMO energy   -9.159 eV
Gap between HOMO and LUMO   0.3759 Ha
Net charge   0
SMILES   C=NC.C=N
LUMO   1.069 eV

Run y
C3H8N2 | the ωB97M-V functional and the def2-TZVPD basis

Structure (XYZ):
```
13
Properties=species:S:1:pos:R:3:nbo_charge:R:1
C -1.0493 1.0337 0.2018 -0.107
C 1.1457 -0.9492 0.3974 -0.677
C 0.1267 -0.4461 -0.6102 0.136
N -0.0047 1.8518 0.3138 -0.547
N -0.6222 -1.3067 -1.2223 -0.708
H 0.4017 1.7974 1.2508 0.327
H 0.6510 0.3553 -1.2396 0.166
H -1.5769 -1.0455 -1.4615 0.365
H -1.5516 0.5709 1.0546 0.186
H -1.7299 1.3051 -0.6011 0.193
H 1.5836 -0.1019 0.9263 0.205
H 0.6591 -1.6177 1.1049 0.219
H 1.9667 -1.4471 -0.1148 0.241
```

## Properties
HOMO energy (alpha / beta)   -8.181 / -8.156 eV
Gap between HOMO and LUMO (alpha / beta)   0.2744 / 0.2732 Ha
Net charge   0
SMILES   [H]/N=C/C.C=N
LUMO (alpha / beta)   -0.714 / -0.723 eV

Tell me which of them is the least stable. Sure, it is run y.

Run w
C6H6N2O2 | the ωB97M-V functional and the def2-TZVPD basis

Structure (XYZ):
```
16
Properties=species:S:1:pos:R:3:nbo_charge:R:1
C 0.3426 0.2454 -0.4115 0.634
C -0.3278 1.5738 -0.2936 -0.357
C -1.6675 1.6683 0.1541 0.046
C -1.7994 -0.6943 0.0349 0.747
C 4.1823 -0.1379 -0.0777 -0.288
C 3.3751 -0.3024 0.8312 -0.171
H -0.3693 -1.7430 -0.4698 0.445
H 0.4039 2.4702 -0.1955 0.260
H -2.0904 2.6212 0.4520 0.237
H -3.3910 0.3057 0.9456 0.464
H 4.8606 -0.3670 -0.9610 0.244
H 2.7960 -0.3685 1.6542 0.204
N -0.5613 -0.7298 -0.6218 -0.615
N -2.3917 0.4188 0.3045 -0.602
O 1.5679 -0.0498 -0.2371 -0.598
O -2.3392 -1.8077 0.1584 -0.649
```

## Properties
HOMO energy   -8.828 eV
Gap between HOMO and LUMO   0.3169 Ha
Net charge   0
SMILES   O=c1cc[nH]c(=O)[nH]1.C#C
LUMO   -0.204 eV

Run x
C6H6N2O2 | the ωB97M-V functional and the def2-TZVPD basis

Structure (XYZ):
```
16
Properties=species:S:1:pos:R:3:nbo_charge:R:1
C -0.3647 1.9619 0.3142 0.650
C -1.6944 1.4344 0.0156 -0.415
C -1.7933 0.2489 -0.6701 0.086
C 0.5532 -0.2413 -0.6220 0.801
C 1.0748 -2.0299 1.4786 -0.338
C 2.0988 -1.9675 0.8661 -0.175
H 1.6476 1.3801 -0.0354 0.432
H -2.6012 2.0972 0.2160 0.252
H -2.7032 -0.2258 -0.9105 0.217
H -0.9030 -1.2704 -1.7754 0.436
H 0.1565 -2.1025 2.0604 0.237
H 3.0852 -1.9108 0.4226 0.241
N 0.6797 1.0187 -0.0977 -0.654
N -0.7479 -0.5153 -0.9572 -0.598
O 0.0380 3.0774 0.5587 -0.572
O 1.4741 -0.9551 -0.8638 -0.600
```

## Properties
HOMO energy   -8.985 eV
Gap between HOMO and LUMO   0.3424 Ha
Net charge   0
SMILES   O=c1cc[nH]c(=O)[nH]1.C#C
LUMO   0.331 eV

Tell me which of them is the least stable. Sure, it is run w.

Run w
C6H6N2O2 | the ωB97M-V functional and the def2-TZVPD basis

Structure (XYZ):
```
16
Properties=species:S:1:pos:R:3:nbo_charge:R:1
C -3.6585 0.5133 0.0435 0.281
C -0.4148 -1.1827 -0.0646 -0.204
C -2.3272 0.0699 -0.0778 -0.379
C -1.7761 -1.2588 -0.0897 0.306
C -1.2103 0.9437 0.0735 0.514
C 1.2358 0.7468 -0.0785 -0.399
N -4.6624 1.0869 -0.0489 -0.337
N -0.1202 0.1607 0.0978 -0.328
O -2.6455 -2.2718 0.0219 -0.638
O -0.9970 2.2576 0.1082 -0.644
H 0.2942 -1.8744 0.1351 0.208
H 1.5812 0.9002 0.8629 0.200
H 1.8913 -0.1729 -0.5136 0.208
H 1.3119 1.6918 -0.6872 0.233
H -2.0876 -2.8934 0.5088 0.481
H -1.6344 2.5633 -0.5204 0.500
```

## Properties
HOMO energy   -8.467 eV
Gap between HOMO and LUMO   0.3286 Ha
Net charge   0
SMILES   Cn1cc(O)c(C#N)c1O
LUMO   0.475 eV

Run x
C6H6N2O2 | the ωB97M-V functional and the def2-TZVPD basis

Structure (XYZ):
```
16
Properties=species:S:1:pos:R:3:nbo_charge:R:1
C -0.5361 -1.9908 -0.6827 0.615
C 0.4051 -0.9738 -0.6864 -0.387
C 0.3530 -0.0262 0.2779 0.084
C -1.4169 -0.9619 1.4702 0.773
C 1.8297 2.2455 -1.2257 -0.300
C 1.4995 3.2680 -0.6827 -0.203
H -2.0396 -2.6436 0.7134 0.437
H 1.1133 -0.5481 -1.5853 0.243
H 0.8188 0.9319 0.1592 0.236
H -0.6716 0.7042 1.9776 0.427
H 2.0689 1.7335 -2.2484 0.278
H 1.3153 4.1344 -0.1259 0.235
N -1.4619 -1.8014 0.3813 -0.649
N -0.3851 -0.0864 1.3920 -0.595
O -0.6210 -2.9175 -1.4823 -0.572
O -2.2714 -1.0679 2.3479 -0.621
```

## Properties
HOMO energy   -9.598 eV
Gap between HOMO and LUMO   0.3698 Ha
Net charge   0
SMILES   O=c1cc[nH]c(=O)[nH]1.C#C
LUMO   0.466 eV

Tell me which of them is the least stable. Sure, it is run x.

Run w
C6H6N2O2 | the ωB97M-V functional and the def2-TZVPD basis

Structure (XYZ):
```
16
Properties=species:S:1:pos:R:3:nbo_charge:R:1
C -1.2462 0.7050 0.2262 0.196
C -0.1078 1.5162 0.0646 -0.474
C 1.2156 0.8842 -0.3003 0.476
C 1.2122 -0.5372 0.1282 0.223
C 0.1892 -1.4121 -0.3863 -0.415
C -1.2218 -0.8722 -0.1334 0.530
H -3.3568 0.4791 0.2641 0.447
H -2.5912 1.9217 0.9660 0.394
H -0.1397 2.7090 0.2814 0.232
H 3.3733 -0.7749 0.2506 0.431
H 2.3504 -2.2823 1.2038 0.446
H 0.2631 -2.4357 -0.2643 0.206
N -2.3997 1.0198 0.4056 -0.725
N 2.3491 -1.2570 0.6507 -0.851
O 2.2766 1.4653 -0.5223 -0.559
O -2.2505 -1.4228 -0.4389 -0.556
```

## Properties
HOMO energy   -8.101 eV
Gap between HOMO and LUMO   0.2758 Ha
Net charge   0
SMILES   NC1=CC(=O)C(N)=CC1=O
LUMO   -0.596 eV

Run x
C6H6N2O2 | the ωB97M-V functional and the def2-TZVPD basis

Structure (XYZ):
```
16
Properties=species:S:1:pos:R:3:nbo_charge:R:1
C 1.8208 4.7427 1.4393 -0.249
C 1.8007 5.5371 2.3595 -0.271
C -0.3049 -1.8521 -2.0734 0.610
C -1.3865 -2.5534 -1.4451 -0.370
C -1.5849 -2.5018 -0.0603 0.061
C 0.1120 -0.7940 0.2183 0.782
H 1.6591 3.9312 0.6709 0.259
H 2.0979 6.0184 3.3741 0.261
H 1.2737 -0.3815 -1.2919 0.453
H -1.8849 -3.4192 -2.0751 0.252
H -2.3301 -3.1151 0.3229 0.223
H -1.5990 -1.1326 1.6117 0.443
N 0.5489 -1.2400 -1.1073 -0.660
N -0.9841 -1.5932 0.6799 -0.607
O -0.1231 -1.7644 -3.3031 -0.576
O 0.8846 0.1179 0.6796 -0.611
```

## Properties
HOMO energy   -9.600 eV
Gap between HOMO and LUMO   0.3485 Ha
Net charge   0
SMILES   O=c1cc[nH]c(=O)[nH]1.C#C
LUMO   -0.117 eV

Tell me which of them is the least stable. Sure, it is run w.